Density functional theory data (wB97M-V/def2-TZVPD) for a structure of composition C9H19N5O4 in a non-equilibrium geometry.

```
37
C9H19N5O4 (wB97M-V/def2-TZVPD)
C 0.04266 -0.85157 -0.23386
C 1.46497 -1.56817 -0.29560
C -0.59399 -1.16061 1.07538
C -1.70858 -0.22291 1.31970
C -3.09174 -0.96257 0.88511
C -3.97874 0.77022 -0.69098
C 3.15888 0.25256 -0.25116
C 4.66857 0.14739 -0.55961
C 2.88963 1.24823 0.92509
H -0.59661 -2.14653 -1.86137
H 0.59961 -0.74999 -2.43724
H 0.34090 0.23672 -0.08073
H 0.16135 -1.24598 1.83225
H -1.16087 -2.21299 1.21440
H -1.32931 0.94078 1.02056
H -1.84983 -0.23414 2.44283
H -2.71754 -1.97131 0.23157
H -3.65393 -1.49774 1.81548
H -4.97788 0.06803 0.94572
H -2.41888 -0.11492 -1.61377
H -5.21978 2.68065 -0.33394
H -5.21924 1.84248 -1.79806
H 3.55678 -1.68146 -0.74016
H 2.80230 0.81513 -1.08900
H 3.48075 0.83494 1.79905
H 1.83292 1.27553 1.00319
H 3.50327 3.11598 1.30716
H 4.55762 2.11036 -0.82773
N -0.33571 -1.10237 -1.61919
N -4.00801 0.07667 0.40794
N -3.06591 0.68944 -1.67623
N -5.13198 1.59895 -0.82573
N 2.72350 -1.08129 -0.46713
O 1.32329 -2.80792 -0.30716
O 5.34151 -0.89953 -0.24864
O 3.34641 2.50015 0.48165
O 5.26357 1.30780 -0.74978
```

## Properties
F_max   6.70 eV Å⁻¹
HOMO-LUMO gap   8.53 eV
E_LUMO   0.0 eV
2S+1   1
Relative energy (zero: lowest compared OMol25 entry of this formula, charge and spin)   169.7 kcal per mole
HOMO level   -8.49 eV

Atom charges from the natural (NBO) analysis, given in e for atoms 1 to 2: atom 1 (C): -0.1031, atom 2 (C): 0.6588

---

Density functional theory data (wB97M-V/def2-TZVPD) for an isolated molecule of C9H19NO4Si in a non-equilibrium geometry.

```
34
C9H19NO4Si (wB97M-V/def2-TZVPD)
C 2.04349 -0.94942 2.49615
C 2.49439 -0.77455 1.05893
O 1.95214 0.35908 0.47364
Si 0.32145 0.46332 0.23232
C -0.00129 2.08332 -0.58595
C -1.07580 2.12118 -1.65710
O -0.53746 1.84178 -2.91153
C -1.47487 1.22580 -3.58616
N -2.27284 0.60273 -4.15787
O -0.50676 0.34639 1.68214
C -1.87968 0.26965 1.87572
C -2.26874 0.15433 3.32819
O -0.05276 -0.76765 -0.87657
C 0.66073 -0.91190 -2.07804
C 0.89762 -2.37439 -2.44478
H 0.96547 -0.93230 2.60118
H 2.41226 -1.92656 2.88988
H 2.39381 -0.11617 3.10856
H 3.58760 -0.74685 0.94383
H 2.16276 -1.61453 0.41169
H -0.18025 2.83595 0.18168
H 0.95832 2.32459 -1.01810
H -1.56581 3.09753 -1.78703
H -1.91848 1.42829 -1.46603
H -2.34509 1.15737 1.44394
H -2.31250 -0.54408 1.23158
H -1.97821 -0.81075 3.73978
H -1.66540 0.85043 3.85722
H -3.35289 0.27145 3.49793
H 1.61361 -0.36065 -1.99504
H 0.10341 -0.35157 -2.86542
H -0.05299 -2.90472 -2.49800
H 1.51522 -2.88084 -1.69253
H 1.35953 -2.46627 -3.43420
```

## Properties
F_max   2.94 eV Å⁻¹
HOMO-LUMO gap   11.09 eV
E_LUMO   0.7 eV
2S+1   1
Relative energy (zero: lowest compared OMol25 entry of this formula, charge and spin)   42.0 kcal per mole
SMILES   CCO[Si](CCOC#N)(OCC)OCC
HOMO level   -10.40 eV

Atom charges from the natural (NBO) analysis, given in e for atoms 1 to 2: atom 1 (C): -0.6504, atom 2 (C): -0.0580

---

Density functional theory data (wB97M-V/def2-TZVPD) for a structure of composition C9H19NOSi in a non-equilibrium geometry.

```
31
C9H19NOSi (wB97M-V/def2-TZVPD)
C 2.31962 0.00493 -1.30437
C 2.84650 -0.13811 -2.74081
C 1.36498 -0.65570 -2.99139
C 0.06819 1.49851 2.05337
C -1.34250 1.83722 0.08656
C -2.28518 0.62432 2.08832
C 0.86845 -1.69609 1.30243
C -1.79833 -1.66868 -0.63721
C -1.00702 0.86132 1.21941
N 1.04393 -0.06535 -1.68237
O 2.83252 0.09800 -0.21410
Si -0.50942 -0.78008 0.41762
H 3.20800 0.80767 -3.27225
H 3.64956 -0.83478 -2.87279
H 0.91316 -0.24399 -3.83577
H 1.39532 -1.68834 -2.93186
H 0.90383 1.55039 1.32062
H -0.13864 2.52931 2.54617
H 0.37049 0.81131 2.81020
H -2.28844 1.54965 -0.22850
H -0.53984 2.07798 -0.61234
H -1.39064 2.75644 0.66718
H -3.10003 0.13115 1.65303
H -1.99009 0.06158 2.96679
H -2.66851 1.57202 2.39429
H 0.75384 -1.86249 2.35445
H 0.94704 -2.63669 0.87222
H 1.80763 -1.19448 1.04694
H -1.35730 -2.45594 -1.04780
H -2.68518 -1.84416 0.02895
H -2.19193 -1.00692 -1.45699
```

## Properties
F_max   5.75 eV Å⁻¹
HOMO-LUMO gap   8.64 eV
E_LUMO   0.4 eV
2S+1   1
Relative energy (zero: lowest compared OMol25 entry of this formula, charge and spin)   89.1 kcal per mole
HOMO level   -8.24 eV

Atom charges from the natural (NBO) analysis, given in e for atoms 1 to 2: atom 1 (C): 0.6358, atom 2 (C): -0.5138

---

Density functional theory data (wB97M-V/def2-TZVPD) for a cluster of 3 separate species, C9H19O4 in total in a non-equilibrium geometry.

```
32
C9H19O4 (wB97M-V/def2-TZVPD)
C -1.67332 -4.41392 1.24518
C -1.39228 -3.11532 1.36797
O -0.15386 -2.62582 1.13925
C 0.02990 -1.24800 1.02162
C 1.41227 -0.88737 1.47123
O 2.25292 -0.66838 0.36312
C 3.56230 -0.31170 0.72431
H -0.88203 -5.15811 1.14571
H -2.70426 -4.74587 1.35354
H -2.15073 -2.37575 1.64257
H -0.72558 -0.65902 1.55916
H 1.83228 -1.66615 2.13530
H 1.35912 0.01961 2.10026
H 4.12564 -0.13304 -0.19942
H 3.58084 0.60744 1.33573
H 4.04887 -1.11755 1.30160
H -0.53032 -0.73083 -0.30210
C -1.32556 -0.23085 -1.82979
O -2.23859 0.77831 -2.02277
C -1.73948 2.03694 -2.42685
C -1.13421 2.85005 -1.30142
O 0.18496 2.43382 -1.05633
C 0.68368 2.85135 0.18871
H -1.83597 -1.19310 -1.93637
H -0.50360 -0.26104 -2.55704
H -2.59696 2.59068 -2.83003
H -0.99650 1.90109 -3.23161
H -1.77377 2.75045 -0.40636
H -1.12178 3.91863 -1.59002
H 1.58390 2.25816 0.39476
H 0.82983 3.94638 0.18967
H -0.00772 2.59892 1.01040
```

## Properties
F_max   3.05 eV Å⁻¹
HOMO-LUMO gap (alpha / beta)   8.16 / 8.35 eV
E_LUMO (alpha / beta)   0.9 / -0.1 eV
2S+1   2
Relative energy (zero: lowest compared OMol25 entry of this formula, charge and spin)   63.9 kcal per mole
HOMO level (alpha / beta)   -7.22 / -8.47 eV

Atom charges from the natural (NBO) analysis, given in e for atoms 1 to 2: atom 1 (C): -0.5017, atom 2 (C): 0.1441

---

Density functional theory data (wB97M-V/def2-TZVPD) for a structure of composition C9H20BBr8Na2O3 in a non-equilibrium geometry.

```
43
C9H20BBr8Na2O3 (wB97M-V/def2-TZVPD)
Na -5.39485 -0.73846 -3.05748
Na -1.82128 0.23303 -3.38401
C -3.03695 -1.77196 -5.06695
O -3.72660 -0.72406 -4.99123
O -3.12190 -2.42765 -6.12603
O -2.44014 -2.14443 -4.06399
B -3.69935 0.61193 -1.75209
H -2.86062 1.12612 -1.30895
H -3.55271 -0.44187 -1.93170
H -4.51891 0.61873 -1.05029
H -4.00882 1.04829 -2.68914
Br -1.93542 2.14300 3.59888
C -0.70072 0.92683 2.52283
C -1.52464 0.26990 1.23194
Br -0.33229 -0.97892 0.20423
H -0.44460 0.05259 3.12134
H 0.16851 1.54531 2.29921
H -1.95925 1.06117 0.62111
H -2.42722 -0.29416 1.46707
Br -5.39955 4.92175 -3.29102
C -3.97623 3.63363 -3.77994
C -2.62674 4.24352 -4.15573
Br -1.52223 2.85435 -4.91108
H -4.37669 2.98192 -4.55647
H -3.77066 3.00554 -2.91314
H -2.13772 4.80968 -3.36300
H -2.71260 5.07630 -4.85373
Br -3.25947 -4.21418 0.26810
C -4.39926 -2.87938 1.26502
C -5.30114 -1.92855 0.39205
Br -6.03723 -0.42034 1.51888
H -3.68688 -2.24777 1.79576
H -4.97928 -3.45624 1.98537
H -6.06479 -2.49502 -0.14091
H -4.63975 -1.43768 -0.32189
Br -5.25293 4.58226 1.04925
C -3.37543 3.99465 1.00637
C -2.61396 4.73955 -0.09303
Br -0.85924 3.89309 -0.04142
H -3.43003 2.92744 0.79147
H -2.87934 4.09779 1.97143
H -2.45811 5.79230 0.14261
H -3.16875 4.58797 -1.01895
```

## Properties
F_max   4.38 eV Å⁻¹
HOMO-LUMO gap (alpha / beta)   9.21 / 8.09 eV
E_LUMO (alpha / beta)   -0.8 / -1.7 eV
2S+1   2
HOMO level (alpha / beta)   -10.02 / -9.77 eV

Atom charges from the natural (NBO) analysis, given in e for atoms 1 to 2: atom 1 (Na): 0.9826, atom 2 (Na): 0.9352

---

Density functional theory data (wB97M-V/def2-TZVPD) for the ion C9H20BN3O2P with charge +1 in a non-equilibrium geometry.

```
36
C9H20BN3O2P (wB97M-V/def2-TZVPD)
C 1.52948 -0.45027 1.86605
C 1.51735 -1.12069 0.49025
C 2.94118 -1.67338 0.25360
C 1.19701 -0.15902 -0.68101
C 0.01824 0.74335 -0.46347
C 0.00302 2.05821 -0.12579
B 1.26344 2.99176 0.14944
O 2.05123 2.70948 1.25179
O 1.57272 4.04364 -0.63996
N -1.32459 2.46061 -0.07644
C -2.11388 1.43961 -0.37977
N -3.50172 1.60227 -0.42850
N -1.33285 0.38888 -0.61792
P -2.12330 -1.14615 -1.04985
C -1.01008 -2.25303 -2.00056
C -2.72553 -1.95427 0.49818
H 0.54456 -0.10077 2.20435
H 2.26972 0.35024 1.94002
H 1.84149 -1.21134 2.59327
H 0.81520 -1.96600 0.46823
H 3.16231 -2.43839 1.00358
H 3.05407 -2.08751 -0.75560
H 3.69191 -0.87896 0.34895
H 2.06548 0.50484 -0.79570
H 1.08548 -0.66823 -1.64229
H 1.44523 2.43305 1.95233
H 2.32940 4.48385 -0.22134
H -1.62970 3.39876 0.13837
H -3.93961 0.92226 0.18707
H -3.84383 1.44884 -1.37573
H -0.09029 -2.45424 -1.44102
H -0.80807 -1.86321 -2.99977
H -1.51082 -3.21884 -2.13279
H -2.44215 -3.01134 0.47810
H -2.20512 -1.49835 1.35430
H -3.79696 -1.82567 0.64962
```

## Properties
F_max   3.17 eV Å⁻¹
HOMO-LUMO gap   9.34 eV
E_LUMO   -2.6 eV
2S+1   1
SMILES   CC(C)Cc1c(B(O)O)[nH]c(N)[n+]1P(C)C
HOMO level   -11.91 eV
Charge   +1

Atom charges from the natural (NBO) analysis, given in e for atoms 1 to 2: atom 1 (C): -0.6278, atom 2 (C): -0.2094

---

Density functional theory data (wB97M-V/def2-TZVPD) for a structure of composition C9H20Br6FN2O4S2 in a non-equilibrium geometry.

```
44
C9H20Br6FN2O4S2 (wB97M-V/def2-TZVPD)
N 3.66641 -0.79158 2.35503
C 3.30769 -0.38556 0.98246
C 3.14453 1.12200 0.86197
C 1.80050 1.74456 1.26615
S 0.87140 1.09151 2.65234
O -0.35576 1.84663 2.65151
O 1.65895 1.19963 3.84205
N 0.62407 -0.49499 2.39121
S -0.28629 -0.90077 1.18646
O 0.16024 -2.16635 0.68115
O -0.52468 0.07780 0.17073
F -1.69380 -1.24131 1.80514
H 4.63758 -1.07667 2.36054
H 3.14598 -1.62270 2.60707
H 4.09751 -0.70591 0.29974
H 2.40898 -0.89821 0.66008
H 3.26044 1.35099 -0.19956
H 3.97269 1.61156 1.36738
H 1.12119 1.79135 0.42578
H 1.98887 2.77831 1.56365
Br -4.70623 -3.15712 -3.16390
C -3.15921 -3.11010 -1.97436
C -2.44470 -1.79116 -2.02983
Br -1.39827 -1.61220 -3.66266
H -2.52264 -3.93788 -2.26526
H -3.55331 -3.28469 -0.97670
H -1.73960 -1.70927 -1.20949
H -3.12038 -0.94377 -2.00075
Br -5.36439 -0.82844 -8.57781
C -4.71401 -1.79416 -7.01563
C -5.14822 -3.23374 -7.02655
Br -7.02361 -3.43229 -6.54694
H -5.07538 -1.26068 -6.14366
H -3.63023 -1.72561 -7.05857
H -4.59688 -3.79076 -6.27228
H -5.02182 -3.70218 -7.99647
Br 4.88592 2.81619 5.50633
C 3.97111 4.50522 5.80280
C 2.51106 4.42992 5.44272
Br 2.23559 4.42467 3.52809
H 4.49869 5.25035 5.21705
H 4.08951 4.72223 6.86232
H 1.98772 5.30726 5.81683
H 2.03281 3.52793 5.81382
```

## Properties
F_max   1.81 eV Å⁻¹
HOMO-LUMO gap   8.34 eV
E_LUMO   2.1 eV
2S+1   1
HOMO level   -6.25 eV
Charge   -1

Atom charges from the natural (NBO) analysis, given in e for atoms 1 to 2: atom 1 (N): -0.8325, atom 2 (C): -0.2264

---

Density functional theory data (wB97M-V/def2-TZVPD) for a cluster of 2 separate species, C9H20ClN in total in a non-equilibrium geometry.

```
31
C9H20ClN (wB97M-V/def2-TZVPD)
C 1.86888 -3.35464 -2.03263
C 1.72186 -1.84119 -1.82525
C 0.80304 -1.41276 -0.63810
C 0.86203 0.16971 -0.41937
N -0.35371 0.62737 0.41376
C -0.29321 2.15573 0.59092
C -1.80606 2.63049 0.58996
C -2.64745 1.41751 0.43165
C -1.73619 0.32912 -0.26651
C -0.20855 -0.06670 1.84030
H 2.63034 -3.67650 -2.74303
H 0.92440 -3.83316 -2.29157
H 2.26197 -3.74758 -1.09497
H 1.33101 -1.40937 -2.74660
H 2.72793 -1.45504 -1.66152
H 1.15619 -1.86293 0.28966
H -0.20325 -1.71054 -0.93273
H 0.83035 0.62645 -1.40855
H 1.75607 0.50580 0.10585
H 0.29335 2.39044 1.47915
H 0.16870 2.53061 -0.32242
H -2.02112 3.23998 1.46767
H -1.91094 3.22310 -0.31884
H -2.94846 1.06035 1.41649
H -3.56323 1.50277 -0.15332
H -1.96336 -0.73437 -0.19241
H -1.59384 0.48740 -1.33551
H -0.67554 -1.04074 1.98609
H -0.74094 0.57808 2.53953
H 0.81451 -0.15202 2.20659
Cl 2.51514 2.82256 5.02578
```

## Properties
F_max   2.61 eV Å⁻¹
HOMO-LUMO gap   5.44 eV
E_LUMO   -0.4 eV
2S+1   1
Relative energy (zero: lowest compared OMol25 entry of this formula, charge and spin)   47.6 kcal per mole
HOMO level   -5.88 eV

Atom charges from the natural (NBO) analysis, given in e for atoms 1 to 2: atom 1 (C): -0.6073, atom 2 (C): -0.3926